A molecular structure, C29H54N5NaP2Si. Source: OMol25; level of theory: ωB97M-V with the def2-TZVPD basis set.

ORCA input file:
```
! wB97M-V def2-TZVPD RIJCOSX def2/J DEFGRID3
* xyz 0 1
Na -0.44 -0.06 0.78
C -0.72 -3.70 0.15
C 0.55 -3.49 0.98
N 1.07 -2.13 0.95
C 2.36 -2.00 0.28
C 2.22 -2.04 -1.23
N 1.39 -0.95 -1.73
C 1.32 -0.93 -3.19
C 0.29 -1.91 -3.74
C -1.16 -1.44 -3.67
N -1.63 -1.12 -2.32
C -2.78 -1.90 -1.92
C -3.29 -1.54 -0.53
N -2.28 -1.73 0.52
C -1.99 -3.15 0.79
H -0.86 -4.78 0.01
H -0.58 -3.27 -0.84
H 1.32 -4.18 0.61
H 0.34 -3.78 2.01
H 1.11 -1.71 1.88
H 3.06 -2.79 0.58
H 2.80 -1.05 0.58
H 1.76 -2.99 -1.53
H 3.22 -2.02 -1.68
H 1.77 -0.07 -1.40
H 2.30 -1.15 -3.63
H 1.06 0.09 -3.51
H 0.39 -2.87 -3.22
H 0.52 -2.11 -4.79
H -1.79 -2.23 -4.10
H -1.29 -0.57 -4.33
H -0.87 -1.22 -1.66
H -2.59 -2.99 -1.96
H -3.60 -1.71 -2.62
H -4.18 -2.14 -0.33
H -3.58 -0.49 -0.52
H -2.65 -1.32 1.37
H -2.85 -3.76 0.49
H -1.91 -3.27 1.88
C -2.80 3.54 2.50
P -1.17 2.90 1.90
C -0.13 3.34 3.34
C -0.72 4.24 0.71
C -0.46 5.54 1.15
C -0.08 6.53 0.26
C 0.04 6.23 -1.09
C -0.24 4.95 -1.54
C -0.62 3.94 -0.66
P -0.97 2.22 -1.23
C -0.75 2.36 -3.04
C -2.81 2.23 -1.22
H -2.72 4.57 2.85
H -3.14 2.90 3.32
H -3.54 3.49 1.70
H -0.36 4.33 3.74
H 0.92 3.29 3.06
H -0.29 2.59 4.12
H -0.54 5.78 2.20
H 0.12 7.53 0.61
H 0.34 7.00 -1.79
H -0.14 4.74 -2.60
H -1.36 3.16 -3.47
H -1.07 1.41 -3.47
H 0.30 2.53 -3.30
H -3.20 3.15 -1.67
H -3.20 2.13 -0.21
H -3.14 1.37 -1.80
C -0.37 0.53 5.92
Si -0.37 -0.59 4.40
C 0.29 -2.28 4.95
C -2.20 -0.84 4.00
N 0.38 0.04 3.01
C 1.65 0.54 2.95
C 2.61 0.45 3.99
C 3.88 0.97 3.86
C 4.29 1.61 2.70
C 3.38 1.72 1.66
C 2.10 1.20 1.77
H -0.66 -0.04 6.81
H -1.09 1.34 5.80
H 0.61 0.99 6.12
H -0.30 -2.67 5.79
H 1.33 -2.23 5.26
H 0.23 -3.00 4.13
H -2.38 -1.74 3.41
H -2.57 0.03 3.44
H -2.80 -0.93 4.91
H 2.33 -0.06 4.91
H 4.58 0.87 4.69
H 5.29 2.02 2.61
H 3.67 2.23 0.75
H 1.43 1.34 0.93
*
```

The calculation puts the energy relative to the best compared isomer or geometry (same formula, charge and spin) at 0.0 kJ/mol. As for the total energy: -2545.7938 Ha. The LUMO energy is 0.23 eV. The molar mass is 585.81 g mol⁻¹. For the HOMO energy, the calculation gives -6.3 eV.

Mulliken atomic charge list, values in e, 2 entries: atom 1 (Na): 0.959, atom 2 (C): 0.379